No. 1
Density functional theory data (ωB97M-V/def2-TZVPD) for a single C3H6N2O molecule in a non-equilibrium geometry.

Geometry as XYZ:
```
12
Properties=species:S:1:pos:R:3:forces:R:3
C -0.3455 -0.0268 0.4394 -1.41 0.85 -2.77
N -1.3105 0.5205 -1.7268 -0.90 1.14 -0.11
C -0.5552 -0.2487 -0.8676 1.31 -0.78 0.43
C 1.6596 -0.7581 1.0893 -0.83 -0.54 0.37
O -0.9327 1.0531 1.0491 0.19 -0.46 0.87
N 0.3815 -0.8435 1.2517 2.86 -0.56 1.17
H -0.8072 0.8425 1.9910 -0.31 0.55 -0.14
H -1.5556 1.4133 -1.2954 0.05 -0.28 -0.52
H -0.8914 0.6322 -2.6454 -0.18 0.08 0.36
H -0.1175 -1.1177 -1.3522 0.09 0.04 0.41
H 2.1483 -0.0806 0.3655 -0.45 -0.25 0.14
H 2.3262 -1.3863 1.7016 -0.41 0.22 -0.21
```
Forces are in eV/Å.

E_LUMO = 0.0280 hartree
Calculated total energy = -8234.3468 eV
SMILES = C=N/C(O)=C/N
Energy above the lowest of the compared OMol25 structures with the same formula, charge and spin = 54.2 kcal per mole

Charges obtained by natural (NBO) population analysis, quoted in units of e: C 0.32; N -0.82; C -0.12; C -0.02; O -0.69; N -0.44; H 0.49; H 0.38; H 0.37; H 0.19; H 0.16; H 0.17


No. 2
Density functional theory data (ωB97M-V/def2-TZVPD) for 2 unconnected molecules or ions with the total composition C3H6N2O in a non-equilibrium geometry.

Geometry as XYZ:
```
12
Properties=species:S:1:pos:R:3:forces:R:3
C 1.6106 0.3200 0.4025 0.12 -0.08 0.02
N 0.2172 0.5818 0.0872 -0.31 -0.02 -0.08
C -0.7497 -0.2967 -0.1992 0.41 -0.13 0.09
N -0.3698 -1.5835 -0.1913 0.00 -0.07 -0.01
C -2.5231 1.6540 -0.4841 -1.32 -0.38 -0.34
O -3.5384 1.2127 -0.7563 1.15 0.59 0.31
H 2.1114 -0.2168 -0.4142 -0.07 0.07 0.13
H 2.1301 1.2698 0.5484 -0.08 -0.16 -0.02
H 1.7113 -0.2681 1.3245 -0.01 0.07 -0.14
H -1.0721 -2.2721 -0.4049 0.15 0.11 0.04
H 0.5579 -1.9468 0.0070 -0.07 0.14 -0.01
H -0.0853 1.5456 0.0803 0.06 -0.15 0.00
```
Forces are in eV/Å.

E_LUMO = 0.0310 hartree
Calculated total energy = -8234.3855 eV
Energy above the lowest of the compared OMol25 structures with the same formula, charge and spin = 53.3 kcal per mole

Charges obtained by natural (NBO) population analysis, quoted in units of e: C -0.45; N -0.62; C 0.18; N -0.83; C 0.48; O -0.52; H 0.19; H 0.22; H 0.19; H 0.40; H 0.36; H 0.40


No. 3
Density functional theory data (ωB97M-V/def2-TZVPD) for a single C3H6N2O molecule in a non-equilibrium geometry.

Geometry as XYZ:
```
12
Properties=species:S:1:pos:R:3:forces:R:3
N 0.8052 -0.8400 0.8098 -0.11 -0.17 0.02
C -0.0519 0.3043 0.5081 0.03 0.11 -0.05
C -0.0799 0.5118 -1.0175 -0.35 0.04 0.06
O 1.2131 0.5933 -1.5498 0.14 -0.13 -0.04
C -1.4358 0.1476 1.0131 -0.88 -0.19 0.35
N -2.5020 -0.0218 1.4305 1.04 0.19 -0.44
H 0.5825 -1.2483 1.7109 0.14 0.17 0.03
H 0.6515 -1.5773 0.1315 -0.18 -0.10 -0.01
H 0.3776 1.1953 0.9823 -0.08 -0.12 -0.08
H -0.6646 -0.3089 -1.4684 0.14 0.10 0.07
H -0.5879 1.4485 -1.2620 0.05 -0.13 0.09
H 1.6922 -0.2043 -1.2886 0.07 0.23 -0.01
```
Forces are in eV/Å.

E_LUMO = 0.0243 hartree
Calculated total energy = -8235.2525 eV
SMILES = N#C[C@@H](N)CO
Energy above the lowest of the compared OMol25 structures with the same formula, charge and spin = 33.4 kcal per mole

Charges obtained by natural (NBO) population analysis, quoted in units of e: N -0.81; C -0.18; C -0.05; O -0.70; C 0.25; N -0.31; H 0.38; H 0.35; H 0.23; H 0.16; H 0.20; H 0.47


No. 4
Density functional theory data (ωB97M-V/def2-TZVPD) for 2 unconnected molecules or ions with the total composition C3H6N2O in a non-equilibrium geometry.

Geometry as XYZ:
```
12
Properties=species:S:1:pos:R:3:forces:R:3
C 1.5696 -0.8815 -0.1242 -0.26 0.60 1.43
C -1.7377 -0.7228 -0.1426 -2.03 2.01 3.35
C 1.3468 1.5543 0.2092 1.65 1.63 0.45
N -2.7320 -1.3960 0.2475 0.31 -1.47 -1.34
N 1.0180 0.1712 0.1036 0.86 -0.51 -0.85
O 1.9727 -1.9792 -0.1252 -0.02 0.14 -0.69
H -1.1454 -0.7857 -0.9946 0.98 -0.47 -1.44
H -1.6700 0.0928 0.5755 1.28 0.66 -0.60
H 1.0456 2.1869 -0.6044 0.26 -0.46 -1.58
H 0.6398 2.0366 0.8650 0.25 -0.28 1.41
H 2.4734 1.8634 0.4322 -2.43 -1.07 -0.15
H -2.7807 -2.1403 -0.4421 -0.84 -0.77 0.00
```
Forces are in eV/Å.

E_LUMO = 0.0197 hartree
Calculated total energy = -8233.9562 eV
SMILES = CN=C=O.C=N
Energy above the lowest of the compared OMol25 structures with the same formula, charge and spin = 63.2 kcal per mole

Charges obtained by natural (NBO) population analysis, quoted in units of e: C 0.86; C -0.06; C -0.43; N -0.57; N -0.56; O -0.51; H 0.16; H 0.16; H 0.21; H 0.22; H 0.21; H 0.31


No. 5
Density functional theory data (ωB97M-V/def2-TZVPD) for a single C3H6N2O molecule.

Geometry as XYZ:
```
12
Properties=species:S:1:pos:R:3:forces:R:3
C 0.7788 -0.6583 0.6314 0.18 -0.15 0.07
C 0.0731 0.7411 -0.9017 0.13 0.16 -0.42
N 0.7797 0.8191 -1.8815 -0.30 -0.05 0.59
N -0.9439 1.0859 -0.1836 0.15 -0.12 -0.21
C -1.0184 -0.1987 0.7380 0.02 -0.01 0.11
O -1.8308 -1.0490 0.4055 0.12 0.12 0.02
H 1.4091 -0.9585 -0.2122 -0.20 0.01 0.05
H 0.5526 -1.5912 1.1570 0.02 0.16 0.00
H 1.3514 -0.0071 1.3007 -0.07 -0.06 -0.16
H 1.5465 0.2278 -2.1574 -0.05 0.04 0.06
H -1.7939 1.3869 -0.6533 0.05 -0.02 0.00
H -0.9042 0.2021 1.7570 -0.04 -0.08 -0.12
```
Forces are in eV/Å.

E_LUMO = -0.0034 hartree
Calculated total energy = -8231.8603 eV
Energy above the lowest of the compared OMol25 structures with the same formula, charge and spin = 111.6 kcal per mole

Charges obtained by natural (NBO) population analysis, quoted in units of e: C -0.83; C 0.76; N -0.66; N -0.69; C 0.43; O -0.67; H 0.21; H 0.25; H 0.21; H 0.42; H 0.42; H 0.15


No. 6
Density functional theory data (ωB97M-V/def2-TZVPD) for a single C3H6N2O molecule in a non-equilibrium geometry.

Geometry as XYZ:
```
12
Properties=species:S:1:pos:R:3:forces:R:3
C -0.5266 -1.4944 0.1749 -0.03 -0.19 -0.03
C 0.2314 -0.2544 -0.1635 0.71 -0.57 -0.27
N 1.4694 -0.0344 -0.0357 -0.30 -0.48 -0.82
N -0.5530 0.8326 -0.7593 0.21 0.22 0.20
C -0.2585 1.8204 0.2288 0.34 0.87 0.09
O 0.7582 2.4562 0.2302 -0.93 0.79 -0.04
H -0.1580 -1.9357 1.1042 -0.03 -0.01 -0.17
H -0.3540 -2.1930 -0.6475 -0.16 -0.17 0.10
H -1.5986 -1.3040 0.2438 0.16 0.00 0.01
H 2.0104 -0.8568 0.1752 0.02 -0.46 0.64
H -0.0162 1.1040 -1.5880 -0.03 0.01 0.25
H -1.0045 1.8593 1.0369 0.05 -0.01 0.05
```
Forces are in eV/Å.

E_LUMO = 0.0260 hartree
Calculated total energy = -8234.6583 eV
SMILES = [H]/N=C(\C)NC=O
Energy above the lowest of the compared OMol25 structures with the same formula, charge and spin = 47.1 kcal per mole

Charges obtained by natural (NBO) population analysis, quoted in units of e: C -0.70; C 0.43; N -0.61; N -0.71; C 0.53; O -0.51; H 0.23; H 0.24; H 0.24; H 0.35; H 0.39; H 0.12